60
Properties=species:S:1:pos:R:3:forces:R:3:lowdin_charge:R:1 method="wB97M-V/def2-TZVPD" homo_energy_ev=-8.93 orbital_gap_ev=9.2863 charge=0 e_lumo_ha=0.0132
C 3.6280 -2.6358 5.9694 0.00 -0.22 -0.04 0.0139
C 2.6728 -2.9758 4.8481 0.23 0.09 0.25 -0.4609
O 2.4940 -4.1157 4.4789 -0.02 -0.26 -0.04 0.0752
N 2.0506 -1.9141 4.2480 0.06 0.02 -0.18 0.0432
C 1.2399 -2.0054 3.1179 -0.27 0.12 -0.48 -0.1297
C 0.6667 -3.1314 2.5457 -0.03 -0.18 -0.04 0.0328
C -0.1168 -2.9563 1.4140 0.00 -0.05 0.06 -0.0423
C -0.3098 -1.6962 0.8838 -0.42 0.23 -0.58 -0.2804
S -1.2909 -1.5238 -0.5948 0.15 -0.51 -0.25 0.6529
O -2.4345 -2.3797 -0.5434 0.15 -0.26 0.13 -0.2715
O -1.4843 -0.1208 -0.8469 0.30 0.06 0.26 -0.3105
N -0.3401 -2.0923 -1.8292 -0.71 0.22 0.53 -0.1343
C 0.9884 -1.5415 -1.9969 0.53 0.12 -0.15 -0.2358
C 1.3297 -1.3302 -3.4717 -0.06 0.18 0.10 -0.0742
C 0.6970 -0.1146 -4.1598 0.25 -0.47 0.20 -0.4981
O 1.1692 0.3094 -5.1982 0.18 0.10 -0.29 0.0471
N -0.3813 0.4064 -3.5629 -0.37 0.16 0.18 0.1089
C -1.0642 1.5916 -4.0532 0.12 0.20 -0.19 -0.2938
C -2.5714 1.3535 -3.9132 0.07 0.14 -0.20 -0.1398
C -3.4344 2.6164 -3.9008 -0.12 -0.23 0.19 -0.1910
C -3.6098 3.1977 -2.4979 0.09 0.31 -0.16 -0.2087
C -2.3802 3.9175 -1.9527 -0.12 -0.24 0.19 -0.2117
C -1.1160 3.0599 -1.9266 0.05 0.31 -0.14 -0.1913
C -0.5349 2.8352 -3.3234 0.02 -0.17 -0.01 -0.1367
C 0.2644 -0.5664 1.4464 0.02 0.03 0.10 0.0022
C 1.0375 -0.7310 2.5717 -0.03 -0.26 0.12 -0.1375
C 1.7882 0.2820 3.3816 0.20 -0.04 -0.07 -0.0594
C 2.1451 -0.5079 4.6543 -0.07 0.44 0.49 -0.2986
C 1.1309 -0.2197 5.7624 0.24 -0.03 -0.11 -0.0277
H 4.0157 -3.5675 6.3724 -0.04 0.01 -0.03 0.0890
H 4.4598 -2.0465 5.5880 0.05 0.09 0.02 0.0885
H 3.1380 -2.0805 6.7636 -0.01 0.11 0.07 0.0736
H 0.8296 -4.1072 2.9699 -0.02 -0.01 0.00 0.1079
H -0.6038 -3.7971 0.9460 -0.03 -0.19 0.01 0.1182
H -0.4234 -3.0847 -1.9692 -0.17 -0.22 0.06 0.1188
H 1.7417 -2.1960 -1.5368 -0.12 0.15 0.00 0.1250
H 1.0035 -0.5880 -1.4632 0.20 -0.01 -0.04 0.1176
H 2.4099 -1.2216 -3.5856 -0.07 0.00 -0.04 0.1212
H 1.0315 -2.2124 -4.0428 0.07 -0.02 -0.04 0.1241
H -0.7249 0.0431 -2.6857 0.07 -0.05 -0.15 0.0754
H -0.7890 1.6852 -5.1101 -0.09 -0.03 0.18 0.1451
H -2.8834 0.7063 -4.7357 0.04 -0.09 0.06 0.1171
H -2.7488 0.8046 -2.9858 -0.08 -0.06 0.00 0.1012
H -3.0193 3.3686 -4.5730 -0.04 0.09 -0.12 0.1140
H -4.4257 2.3549 -4.2789 0.04 0.05 -0.07 0.1068
H -4.4422 3.9070 -2.5107 -0.04 -0.05 0.06 0.1059
H -3.8782 2.3873 -1.8167 -0.09 -0.04 0.04 0.1126
H -2.1891 4.8125 -2.5517 0.02 0.06 0.02 0.1098
H -2.6047 4.2489 -0.9353 0.00 0.09 -0.01 0.1053
H -1.3246 2.1045 -1.4448 0.05 0.00 0.12 0.0848
H -0.3696 3.5816 -1.3210 0.00 -0.08 0.04 0.1067
H -0.7249 3.7176 -3.9369 0.03 0.08 -0.03 0.1116
H 0.5502 2.7214 -3.2606 -0.01 0.04 -0.11 0.1150
H 0.0801 0.3999 1.0047 0.01 0.17 -0.02 0.1224
H 1.1910 1.1638 3.6073 0.03 0.04 0.06 0.1252
H 2.6822 0.6061 2.8432 0.01 0.03 0.02 0.1285
H 3.1557 -0.2821 5.0004 -0.10 -0.04 -0.07 0.1380
H 1.2138 0.8154 6.0830 -0.03 0.12 0.05 0.0850
H 0.1235 -0.3944 5.3910 -0.13 0.00 -0.04 0.0935
H 1.2912 -0.8615 6.6245 0.00 -0.05 0.09 0.0698

64
Properties=species:S:1:pos:R:3:forces:R:3:mulliken_spin:R:1 method="wB97M-V/def2-TZVPD" spin_multiplicity=4 homo_energy_ev="-9.73 / -10.98" s2=3.792 orbital_gap_ev="7.2052 / 7.3540" charge=+1 e_lumo_ha="-0.0929 / -0.1331"
Tc -0.0582 0.0897 -0.2517 0.07 0.46 0.30 2.0796
N -0.5546 2.0043 -1.2906 0.06 0.02 -0.14 -0.0084
C -0.7381 3.1917 -0.4360 -0.01 -0.05 -0.01 -0.0082
C -1.5996 2.8545 0.7708 -0.04 0.01 0.03 0.0056
N -1.1376 1.6557 1.4820 0.09 -0.06 -0.05 0.0922
C -0.1672 1.8689 2.5604 -0.04 0.03 0.01 -0.0209
C 1.2117 2.1415 1.9939 0.01 -0.06 -0.04 0.0079
N 1.5811 1.0823 1.0307 0.04 -0.05 0.04 -0.0339
H 0.2173 2.1947 -1.9264 -0.02 0.02 -0.01 -0.0010
H -1.3902 1.8340 -1.8430 -0.01 -0.04 0.01 0.0132
H -1.2040 4.0070 -0.9928 -0.02 0.01 0.00 0.0006
H 0.2534 3.5299 -0.1492 0.01 0.01 0.00 0.0001
H -2.6193 2.6609 0.4325 0.01 -0.01 -0.01 0.0015
H -1.6370 3.7255 1.4340 -0.03 -0.01 0.02 0.0001
H -1.9364 1.1516 1.8408 0.00 -0.01 0.00 -0.0181
H -0.1439 0.9551 3.1558 0.01 0.01 0.01 -0.0030
H -0.4564 2.6927 3.2227 -0.04 0.01 -0.02 0.0044
H 1.9375 2.2133 2.8055 0.01 -0.03 0.01 -0.0007
H 1.2318 3.0955 1.4741 0.03 0.02 0.01 -0.0015
H 1.9968 0.2981 1.5271 0.08 0.03 -0.01 0.0092
H 2.2864 1.4407 0.3925 -0.05 0.05 -0.04 -0.0039
C -2.1040 -1.7208 2.7837 0.04 -0.01 0.00 0.0022
O -0.7015 -1.4285 2.6571 -0.07 0.05 0.12 0.0029
P 0.1235 -1.7343 1.3195 -0.04 -0.01 -0.25 -0.0411
O -0.3445 -3.2073 1.0343 -0.04 -0.09 -0.03 0.0005
C -0.5836 -3.8335 -0.2503 -0.05 -0.02 0.05 0.0263
O 1.5940 -1.8025 1.9115 0.11 0.05 0.09 -0.0124
C 1.9234 -2.5849 3.0833 -0.01 -0.09 -0.03 0.0000
H -2.2481 -2.2301 3.7325 0.00 0.00 0.01 -0.0003
H -2.4557 -2.3537 1.9717 0.01 0.00 -0.01 -0.0013
H -2.6645 -0.7868 2.7858 0.00 0.01 0.01 -0.0001
H -1.6271 -4.1359 -0.2697 -0.01 -0.01 0.01 0.0004
H 0.0655 -4.7020 -0.3107 0.02 0.01 -0.02 0.0003
H -0.3599 -3.1486 -1.0589 -0.01 0.01 0.01 -0.0155
H 2.9416 -2.9356 2.9482 0.00 0.01 0.00 -0.0003
H 1.2500 -3.4341 3.1821 0.01 0.00 -0.02 0.0007
H 1.8531 -1.9531 3.9651 -0.01 0.01 0.00 0.0000
O 1.4545 -2.3670 -1.9550 -0.03 -0.01 0.06 0.0074
C 1.9652 -1.2927 -2.1579 0.02 0.10 -0.05 0.0199
N 1.5667 -0.0911 -1.5514 -0.07 -0.19 -0.01 -0.0073
C 2.3864 0.9327 -1.9993 0.05 -0.16 -0.03 0.0011
O 2.3053 2.0996 -1.6452 -0.04 0.04 0.03 0.0145
C 3.3702 0.3608 -2.9637 -0.06 0.13 0.05 0.0033
C 4.3797 0.9650 -3.6812 0.05 0.01 -0.03 -0.0007
C 5.1354 0.1464 -4.5177 -0.01 0.00 0.01 0.0023
C 4.8748 -1.2184 -4.6183 -0.01 0.02 0.01 0.0021
C 3.8498 -1.8134 -3.8861 0.04 -0.03 -0.03 0.0000
C 3.1116 -0.9916 -3.0630 -0.05 -0.07 0.03 -0.0049
H 4.5723 2.0262 -3.5973 0.00 -0.01 0.00 0.0001
H 5.9390 0.5759 -5.1009 0.00 0.00 0.00 0.0002
H 5.4799 -1.8258 -5.2781 0.00 0.01 0.00 0.0002
H 3.6403 -2.8720 -3.9605 0.00 0.01 0.01 0.0000
N -1.7067 -0.5209 -0.6596 -0.23 -0.19 0.05 0.6422
C -2.8412 -1.2054 -0.9490 0.28 0.14 -0.16 -0.1068
C -3.9970 -1.0563 -0.1589 -0.06 -0.01 0.05 0.1715
C -5.1503 -1.7527 -0.4668 0.00 0.00 -0.02 -0.0874
C -5.1883 -2.6037 -1.5675 0.02 0.00 0.02 0.1627
C -4.0581 -2.7446 -2.3690 0.01 0.03 0.02 -0.0835
C -2.8983 -2.0557 -2.0726 0.00 -0.03 -0.03 0.1692
H -3.9682 -0.3818 0.6888 -0.01 -0.01 -0.01 0.0081
H -6.0319 -1.6271 0.1487 0.01 -0.01 0.00 -0.0029
H -6.0931 -3.1474 -1.8028 0.00 0.01 0.00 0.0100
H -4.0880 -3.3938 -3.2345 0.00 0.00 0.01 -0.0025
H -2.0141 -2.1503 -2.6910 -0.01 -0.02 -0.01 0.0047

58
Properties=species:S:1:pos:R:3:forces:R:3:lowdin_charge:R:1 method="wB97M-V/def2-TZVPD" homo_energy_ev=-7.48 orbital_gap_ev=7.7639 charge=0 e_lumo_ha=0.0105
C -5.3288 -3.4923 1.5760 0.13 0.04 -0.21 -0.1099
C -5.1892 -2.9633 0.1531 -0.28 -0.03 0.05 -0.2659
C -6.3167 -2.0108 -0.2497 0.25 0.14 0.10 -0.1913
C -6.3309 -0.6882 0.5225 -0.45 -0.34 -0.11 -0.2264
N -5.1706 0.1210 0.2482 0.60 0.06 -0.03 0.0018
C -5.1732 1.1827 -0.5752 -0.08 0.12 0.19 -0.8702
S -6.5518 1.8338 -1.2220 -0.56 0.29 -0.35 0.6151
N -3.9861 1.7935 -0.8420 0.07 0.19 -0.12 0.0335
C -2.6871 1.3669 -0.5357 0.40 0.11 0.26 -0.2418
C -2.3144 0.0156 -0.6844 0.11 -0.02 -0.08 -0.0339
C -1.0448 -0.3892 -0.3853 -0.14 0.09 0.03 0.0023
C -0.0748 0.5342 0.0580 -0.34 0.58 -0.04 -0.2220
N 1.1539 0.0730 0.3371 0.64 -0.04 0.08 0.1520
C 2.0918 0.9138 0.7342 -0.73 -0.29 -0.07 -0.2712
N 3.2927 0.3709 1.0813 0.23 -0.14 0.19 -0.0756
C 3.5444 -1.0225 0.7808 -0.09 -0.39 -0.24 -0.1384
C 4.3088 -1.1509 -0.5372 -0.08 -0.10 0.27 -0.1663
N 5.5597 -0.4151 -0.4543 0.02 0.11 -0.03 -0.1881
C 6.4002 -0.5927 -1.6266 0.12 -0.14 0.03 -0.2666
C 7.0166 -1.9859 -1.6822 -0.12 0.25 -0.07 -0.0900
C 5.2871 0.9833 -0.1815 0.00 0.07 0.27 -0.1762
C 4.5330 1.1037 1.1469 0.22 0.33 -0.25 -0.1373
C 1.8251 2.3077 0.8645 -0.15 0.23 -0.07 0.0504
C 0.5881 2.8079 0.5810 0.29 -0.11 0.05 -0.2046
C 0.3042 4.2719 0.7151 0.05 -0.08 0.01 -0.0404
C -0.4326 1.9055 0.1593 0.19 -0.53 -0.09 -0.1156
C -1.7458 2.2935 -0.1418 -0.30 -0.18 -0.04 0.0389
H -5.2338 -2.6936 2.3076 -0.01 0.04 0.14 0.0626
H -4.5546 -4.2282 1.7807 0.04 -0.07 0.11 0.0692
H -6.2977 -3.9679 1.7106 -0.11 -0.06 0.07 0.0744
H -5.1966 -3.8093 -0.5380 0.11 0.03 -0.03 0.1056
H -4.2221 -2.4671 0.0451 0.08 -0.01 -0.10 0.0841
H -6.2310 -1.7812 -1.3140 -0.10 0.04 -0.03 0.1123
H -7.2765 -2.5057 -0.0923 -0.08 -0.04 -0.04 0.1126
H -7.2041 -0.1048 0.2202 0.14 -0.08 0.18 0.0610
H -6.3856 -0.8710 1.5984 -0.02 0.06 -0.03 0.1159
H -4.2896 -0.1743 0.6418 -0.06 0.07 -0.01 0.1228
H -4.0832 2.7114 -1.2536 -0.13 -0.24 -0.02 0.1183
H -3.0301 -0.6896 -1.0814 -0.05 -0.06 -0.02 0.1081
H -0.7471 -1.4199 -0.4977 0.04 -0.11 -0.02 0.1133
H 4.1468 -1.4417 1.5917 -0.02 -0.02 -0.04 0.1274
H 2.5871 -1.5366 0.7166 0.22 -0.03 0.06 0.1085
H 3.6720 -0.7737 -1.3584 0.03 -0.04 0.00 0.1316
H 4.5278 -2.2023 -0.7217 -0.06 -0.01 -0.03 0.1135
H 7.2082 0.1409 -1.5573 -0.07 0.01 -0.05 0.1117
H 5.8431 -0.3919 -2.5595 0.04 0.07 0.05 0.1203
H 7.7898 -2.0127 -2.4457 0.06 -0.08 -0.09 0.0694
H 6.2761 -2.7431 -1.9242 -0.02 -0.12 -0.03 0.0595
H 7.4622 -2.2271 -0.7211 0.07 -0.05 0.09 0.0767
H 4.6813 1.4489 -0.9825 0.04 0.01 0.03 0.1315
H 6.2366 1.5195 -0.1103 -0.03 0.01 -0.04 0.1209
H 5.1432 0.6551 1.9376 -0.01 0.11 -0.03 0.1287
H 4.3681 2.1511 1.3898 0.01 -0.06 0.04 0.1056
H 2.5983 2.9823 1.1968 0.02 0.07 0.02 0.0998
H -0.4871 4.4405 1.4443 -0.07 0.07 0.02 0.0897
H -0.0207 4.6852 -0.2390 -0.05 0.08 -0.03 0.0893
H 1.1933 4.8070 1.0396 0.01 0.05 0.01 0.0778
H -2.0328 3.3315 -0.0643 -0.07 0.12 0.06 0.1156

Values of energy relative to the best compared isomer or geometry (same formula, charge and spin), in order: 0.2571 0.3735 0.0000, all in eV.